No. 1
A structure of composition C13H8BrN2O5Pd. Source: OMol25; level of theory: ωB97M-V/def2-TZVPD.

Summary:
2S+1: 3
Orbital gap (spin up / spin down): 8.59 / 6.29 eV
Net charge: +1
Energy above the lowest of the compared OMol25 structures with the same formula, charge and spin: 1.3 kJ/mol
LUMO (spin up / spin down): -3.73 / -6.01 eV
Expectation value of S²: 2.013

CARTESIAN COORDINATES (ANGSTROEM)
Pd 1.517 0.468 -1.026
O 1.087 0.467 1.094
C 0.637 -0.458 1.787
C 0.100 -1.696 1.327
C -0.432 -2.567 2.295
C -1.019 -3.726 1.893
C -1.126 -4.065 0.543
C -0.622 -3.217 -0.413
C 0.024 -2.025 -0.047
O 0.527 -1.274 -0.999
N -1.567 -4.642 2.912
O -2.112 -5.648 2.512
O -1.488 -4.294 4.071
H 0.626 -0.306 2.872
H -0.385 -2.331 3.349
H -1.609 -4.993 0.273
H -0.682 -3.454 -1.466
O 4.521 1.098 -1.640
C 3.433 0.925 -1.453
Br -0.212 0.973 -3.252
C -0.135 2.588 -2.274
C -0.859 3.698 -2.655
C -0.723 4.833 -1.869
C 0.114 4.807 -0.761
C 0.794 3.644 -0.464
N 0.665 2.544 -1.216
H -1.496 3.673 -3.526
H -1.269 5.731 -2.123
H 0.241 5.677 -0.134
H 1.452 3.568 0.390

Results of the Mulliken charge analysis, in e, for atoms 1 through 5: number 1, Pd, carries 0.53; number 2, O, carries -0.50; number 3, C, carries 0.04; number 4, C, carries 0.21; number 5, C, carries -0.54


No. 2
An isolated molecule of C13H8Cl2N4S2. Source: OMol25; level of theory: ωB97M-V/def2-TZVPD.

Summary:
2S+1: 1
Orbital gap: 8.41 eV
SMILES: Clc1cccc(Cl)c1CSc1nnc(-c2cnccn2)s1
LUMO: -0.36 eV

CARTESIAN COORDINATES (ANGSTROEM)
Cl -2.520 0.342 4.107
C -2.312 -1.365 3.702
C -2.988 -2.358 4.411
C -2.909 -3.685 4.025
C -2.033 -4.066 3.022
C -1.315 -3.112 2.329
Cl -0.291 -3.758 1.138
C -1.470 -1.736 2.647
C -0.725 -0.727 1.811
S -1.600 -0.274 0.261
C -0.285 0.574 -0.506
N 0.947 0.588 -0.042
N 1.783 1.254 -0.905
C 1.174 1.797 -1.917
C 1.859 2.416 -3.050
C 3.294 2.382 -3.096
N 4.008 2.924 -4.114
C 3.314 3.473 -5.096
C 1.904 3.503 -5.054
N 1.178 2.999 -4.034
S -0.566 1.545 -1.920
H -3.637 -2.148 5.237
H -3.541 -4.464 4.531
H -1.955 -5.087 2.706
H -0.533 0.224 2.323
H 0.239 -1.088 1.552
H 3.815 1.988 -2.208
H 3.810 3.926 -5.989
H 1.353 3.934 -5.871

Results of the Mulliken charge analysis, in e, for atoms 1 through 5: number 1, Cl, carries -0.21; number 2, C, carries 0.18; number 3, C, carries -0.36; number 4, C, carries -0.45; number 5, C, carries -0.58


Looking at strongest force on any atom for the records above, in order, we have 1.0, 2.4 eV/A.